[1]
This record from the Open Molecules 2025 dataset describes 3 unconnected molecules or ions with the total composition C30H47N2O15P3. The level of theory is the ωB97M-V functional and the def2-TZVPD basis.

CARTESIAN COORDINATES (ANGSTROEM)
C 1.8321 4.7778 3.2620
N 1.8699 3.3551 2.8962
C 1.6269 3.1233 1.4556
C 0.6943 1.9585 1.2738
C 1.1424 0.7025 1.2091
O 2.4469 0.3757 1.2862
C 2.9640 -0.1692 0.0512
C 4.0717 0.6614 -0.6085
C 4.7629 -0.3156 -1.5729
C 5.0926 1.2589 0.3765
C 5.8898 2.4871 -0.0960
C 5.0172 3.6558 -0.5550
C 6.9223 2.1669 -1.1853
C 0.1743 -0.4269 1.1304
O 0.5023 -1.5497 1.4278
C -1.2112 -0.1314 0.6516
C -2.0144 -1.1709 0.1617
P -1.5261 -2.9187 -0.0597
O -0.5330 -3.0961 -1.1198
O -2.8937 -3.6629 -0.4508
O -1.1953 -3.5911 1.3496
C -3.2961 -0.8407 -0.2774
C -3.7809 0.4696 -0.2785
P -5.4697 0.5479 -0.9988
P -5.3318 1.8060 -2.7898
O -6.2222 1.2690 -3.8195
O -3.7798 1.7821 -3.1758
O -5.5534 3.3695 -2.4743
C -2.9733 1.5219 0.2006
C -3.4694 2.9394 0.1868
C -4.5302 3.2668 1.2664
C -4.2827 4.6248 1.9379
N -3.6242 4.4703 3.2456
C -1.6869 1.1908 0.6775
C -0.7646 2.2392 1.2489
O -1.1610 3.2997 1.6789
H 2.4506 4.9396 4.1454
H 0.8063 5.0698 3.4866
H 2.2285 5.4256 2.4694
H 2.8035 3.0243 3.1055
H 2.5628 2.8749 0.9567
H 1.1821 4.0206 1.0299
H 2.1403 -0.2007 -0.6677
H 3.2739 -1.2020 0.2202
H 3.5770 1.4392 -1.1948
H 5.3502 0.2080 -2.3268
H 4.0219 -0.9131 -2.1085
H 5.4207 -0.9867 -1.0169
H 5.8176 0.4702 0.6060
H 4.5931 1.5181 1.3144
H 6.4561 2.8538 0.7678
H 4.4157 3.4020 -1.4308
H 4.3530 3.9879 0.2458
H 5.6386 4.5102 -0.8348
H 7.4430 1.2255 -1.0029
H 6.4724 2.1537 -2.1806
H 7.6785 2.9572 -1.2042
H -3.5198 -3.7019 0.2830
H -1.1168 -2.9403 2.0591
H -3.9326 -1.6196 -0.6753
H -6.1909 1.3612 -0.1065
H -3.3893 2.6655 -3.2029
H -6.3768 3.5319 -1.9987
H -3.9075 3.1243 -0.7914
H -2.6512 3.6393 0.2933
H -5.5137 3.3062 0.7889
H -4.5754 2.4940 2.0345
H -3.7259 5.2772 1.2552
H -5.2447 5.1166 2.1026
H -3.9084 5.2366 3.8448
H -2.6212 4.5791 3.1370
C -1.7163 -1.3183 -5.2459
C -0.3339 -1.5051 -4.6790
C -0.2778 -2.1199 -3.2933
O 0.9169 -1.5369 -2.7585
C 1.1270 -0.3631 -3.3835
O 1.9258 0.4410 -3.0131
O 0.3097 -0.2296 -4.4460
H -1.6701 -0.8931 -6.2479
H -2.2317 -2.2773 -5.3009
H -2.2981 -0.6419 -4.6197
H 0.2980 -2.0634 -5.3750
H -0.1950 -3.2020 -3.2881
H -1.1223 -1.8203 -2.6703
C 0.3529 -6.3826 2.0674
C 0.0333 -7.7526 2.6041
C -1.0351 -8.5105 1.8429
O -1.6295 -9.3185 2.8653
C -1.4411 -8.6930 4.0532
O -1.9708 -8.9997 5.0698
O -0.5684 -7.6688 3.9113
H 1.1426 -5.9150 2.6551
H 0.6857 -6.4421 1.0309
H -0.5202 -5.7384 2.1214
H 0.9388 -8.3586 2.6986
H -0.6437 -9.1427 1.0503
H -1.7983 -7.8426 1.4357

Properties
2S+1 = 1
E_HOMO = -0.3372 hartree
SMILES = CNCC1=C(OC[C@H](C)CC(C)C)C(=O)c2c(P(=O)(O)O)cc(PP(=O)(O)O)c(CCCN)c2C1=O.C[C@@H]1COC(=O)O1.C[C@@H]1COC(=O)O1
HOMO-LUMO gap = 7.556 eV

[2]
This record from the Open Molecules 2025 dataset describes 2 unconnected molecules or ions with the total composition C30H48BrClF9NO6S2. The level of theory is the ωB97M-V functional and the def2-TZVPD basis.

CARTESIAN COORDINATES (ANGSTROEM)
C 5.6285 4.4093 2.4515
C 6.9820 3.7350 2.2394
C 7.8343 4.2868 1.0867
C 7.0643 4.5743 -0.2049
C 6.3736 3.3323 -0.7775
C 7.3224 2.4372 -1.5881
C 6.9209 0.9610 -1.5959
C 5.5953 0.6612 -2.3076
C 4.3534 0.9069 -1.4224
C 3.5785 -0.3862 -1.1754
C 2.4643 -0.4660 -0.1190
C 2.3174 -1.9768 0.3512
C 2.8476 -3.1128 -0.5425
C 4.2411 -3.6102 -0.1332
S 4.2192 -4.8348 1.2186
C 2.6986 0.3128 1.2247
Cl 2.8070 2.1371 1.0609
C 3.8856 -0.1257 2.0890
C 3.4927 -0.6543 3.4726
C 3.0071 0.4785 4.3706
O 3.5944 1.5135 4.4487
O 1.9009 0.2588 5.1093
O 1.4579 0.1175 1.8852
C 0.4680 0.3812 0.9774
O -0.6036 0.7578 1.2738
C 1.0323 0.0669 -0.4500
Br 0.9231 1.6013 -1.6046
S 0.0056 -1.2871 -1.2252
O -0.7850 -1.8797 -0.1921
O 0.8911 -2.0593 -2.0398
C -1.2545 -0.7313 -2.5355
F -1.7165 -1.9323 -2.9159
F -0.6379 -0.2143 -3.5848
C -2.4761 0.1612 -2.1150
F -2.7401 0.9611 -3.1483
F -2.1575 0.9182 -1.0659
C -3.7833 -0.6223 -1.7811
F -4.3231 -1.0595 -2.9274
F -3.5193 -1.6672 -0.9909
C -4.8391 0.2512 -1.0467
F -4.5054 0.4147 0.2321
F -4.9533 1.4501 -1.6248
F -6.0183 -0.3689 -1.1089
H 5.0673 3.8767 3.2238
H 5.7379 5.4454 2.7838
H 5.0161 4.3972 1.5465
H 6.8136 2.6615 2.0895
H 7.5597 3.8102 3.1658
H 8.3220 5.2123 1.4113
H 8.6296 3.5642 0.8721
H 7.7550 4.9838 -0.9512
H 6.3233 5.3579 -0.0207
H 5.5317 3.6476 -1.4039
H 5.9367 2.7605 0.0467
H 8.3332 2.5186 -1.1736
H 7.3698 2.8007 -2.6204
H 6.8396 0.6293 -0.5501
H 7.7253 0.3657 -2.0386
H 5.5244 1.2633 -3.2184
H 5.6104 -0.3858 -2.6338
H 4.6985 1.2927 -0.4678
H 3.7239 1.6676 -1.8811
H 4.3310 -1.1152 -0.8620
H 3.1819 -0.7714 -2.1200
H 2.8495 -2.0802 1.2939
H 1.2774 -2.1774 0.6095
H 2.1560 -3.9505 -0.4240
H 2.8264 -2.8684 -1.6030
H 4.8914 -2.7991 0.1959
H 4.7347 -4.1014 -0.9723
H 4.3963 -3.9780 2.2309
H 4.4670 -0.8779 1.5521
H 4.5409 0.7278 2.2570
H 2.7724 -1.4735 3.4151
H 4.3967 -1.0452 3.9497
H 1.5236 -0.6077 4.9185
C -12.6791 -1.5391 0.8585
C -11.2898 -2.1512 0.7657
N -10.8589 -2.3783 -0.6027
C -9.6863 -3.2289 -0.7092
C -8.3657 -2.7095 -0.1294
C -10.8835 -1.2128 -1.4722
C -10.0697 0.0170 -1.0482
H -13.3990 -2.1330 0.2938
H -12.9995 -1.5076 1.9007
H -12.7046 -0.5169 0.4794
H -11.3004 -3.1269 1.2595
H -10.5883 -1.5252 1.3407
H -9.5432 -3.4662 -1.7671
H -9.9325 -4.1767 -0.2202
H -7.9348 -1.9221 -0.7428
H -7.6389 -3.5233 -0.0859
H -8.4901 -2.3261 0.8842
H -11.9253 -0.9076 -1.5954
H -10.5578 -1.5419 -2.4623
H -10.2311 0.2636 0.0024
H -10.3786 0.8822 -1.6381
H -8.9998 -0.1177 -1.2010

Properties
2S+1 = 1
E_HOMO = -0.2951 hartree
SMILES = CCCCCCCCCC[C@]1(CCCS)[C@@](Br)(S(=O)(=O)C(F)(F)C(F)(F)C(F)(F)C(F)(F)F)C(=O)O[C@@]1(Cl)CCC(=O)O.CCN(CC)CC
HOMO-LUMO gap = 7.742 eV

[3]
This record from the Open Molecules 2025 dataset describes a molecular structure, C30H48BrN16O4P2. The level of theory is the ωB97M-V functional and the def2-TZVPD basis.

CARTESIAN COORDINATES (ANGSTROEM)
O 2.1172 -1.0151 1.6155
N 2.7877 -1.6567 2.4296
O 2.0392 -2.5943 3.0428
P 1.7265 -3.9602 2.0081
O 1.6030 -5.3762 3.0142
P 3.2542 -4.3540 0.5038
O 2.9846 -6.0375 0.0343
Br 2.7944 -3.1662 -1.3798
H 0.4405 -3.7449 1.3931
H 1.1251 -6.1338 2.5578
H 2.6466 -6.5718 0.8166
C 0.0387 1.8130 0.5562
C -0.8240 1.4789 -0.6499
N -1.5397 1.2017 -1.6503
H -0.0304 2.8812 0.7795
H -0.3009 1.2445 1.4264
H 1.0821 1.5590 0.3500
C 7.6412 -5.7482 0.3554
C 6.1641 -5.3911 0.3883
N 4.9388 -5.0947 0.4155
H 8.2143 -4.9248 -0.0794
H 8.0019 -5.9362 1.3705
H 7.7941 -6.6467 -0.2489
C -0.4578 3.0021 -4.7935
C 0.9452 3.2832 -5.3059
N 2.1092 3.5163 -5.7312
H -1.0408 2.4906 -5.5643
H -0.4097 2.3680 -3.9039
H -0.9554 3.9409 -4.5349
C -5.0640 2.3374 -2.5312
C -4.8602 3.7915 -2.9243
N -4.6909 4.9977 -3.2503
H -4.1011 1.8201 -2.5038
H -5.5275 2.2800 -1.5425
H -5.7138 1.8423 -3.2582
C -6.6225 4.5797 -5.7614
C -6.8378 4.2129 -7.2207
N -7.0163 3.9088 -8.4313
H -5.5527 4.6682 -5.5532
H -7.1084 5.5342 -5.5414
H -7.0482 3.8064 -5.1160
C 0.5599 -6.5304 -3.1693
C 0.2280 -5.9429 -1.8073
N -0.0474 -5.4556 -0.6774
H 0.5630 -7.6224 -3.1136
H -0.1857 -6.2134 -3.9037
H 1.5465 -6.1874 -3.4929
C -3.6100 -0.6121 1.3235
C -4.5043 0.6155 1.3828
N -5.2463 1.6338 1.4319
H -4.2062 -1.4966 1.0828
H -2.8443 -0.4787 0.5542
H -3.1211 -0.7643 2.2897
C 3.0204 -8.6380 4.6546
C 2.8051 -9.0047 3.1954
N 2.6266 -9.3089 1.9847
H 4.0902 -8.5494 4.8629
H 2.5345 -7.6834 4.8747
H 2.5947 -9.4113 5.3001
C 0.4548 1.6822 4.8940
C 0.6587 3.1363 4.5009
N 0.8279 4.3425 4.1750
H 1.4177 1.1648 4.9214
H -0.0086 1.6248 5.8827
H -0.1949 1.1871 4.1670
C -0.2502 6.4813 -0.3450
C 0.7487 5.5090 0.2610
N 1.5773 4.7023 0.7636
H -0.5466 6.1393 -1.3404
H -1.1390 6.5457 0.2887
H 0.2000 7.4743 -0.4289
C -6.4877 1.5536 -10.7113
C -6.7030 1.1869 -12.1706
N -6.8815 0.8827 -13.3812
H -5.4179 1.6422 -10.5031
H -6.9736 2.5082 -10.4913
H -6.9134 0.7803 -10.0659
C 7.5908 -9.4359 6.0074
C 6.6964 -8.2084 6.0668
N 5.9544 -7.1900 6.1159
H 6.9945 -10.3204 5.7668
H 8.3564 -9.3025 5.2382
H 8.0796 -9.5881 6.9737
C -7.5704 2.4485 3.5637
C -7.9022 3.0360 4.9257
N -8.1776 3.5233 6.0556
H -7.5672 1.3565 3.6195
H -8.3160 2.7655 2.8293
H -6.5838 2.7914 3.2401
C 4.1628 6.6709 -1.8854
C 3.3265 5.8973 -0.8791
N 2.6326 5.2556 -0.0445
H 3.9587 6.3086 -2.8967
H 3.9191 7.7355 -1.8325
H 5.2260 6.5377 -1.6672
C 3.8030 6.2767 5.5059
C 4.0336 6.7344 6.9369
N 4.2251 7.1141 8.1240
H 4.2160 7.0107 4.8085
H 4.2919 5.3129 5.3394
H 2.7312 6.1697 5.3169

Properties
net charge = +1
2S+1 = 1
E_HOMO = -0.2643 hartree
HOMO-LUMO gap = 2.128 eV

[4]
This record from the Open Molecules 2025 dataset describes a molecular structure, C30H48CdINO2SSe2Si2Te. The level of theory is the ωB97M-V functional and the def2-TZVPD basis.

CARTESIAN COORDINATES (ANGSTROEM)
Cd -0.7593 -1.5094 -1.4837
C 1.9441 -2.8283 3.8695
C 0.8601 -2.5198 4.9024
C 0.4421 -3.8362 5.5716
C 1.4495 -1.5784 5.9616
C -0.3618 -1.8603 4.2623
C -1.4734 -1.5309 5.0633
C -2.6069 -0.9365 4.5427
C -2.6411 -0.6572 3.1788
S -3.8758 0.0677 2.2008
C -2.8250 -0.1069 0.7875
N -1.6839 -0.6481 1.0390
C -1.5474 -0.9758 2.3719
C -0.4088 -1.5760 2.9106
C -3.2156 0.3647 -0.5522
C -4.3564 1.1602 -0.6955
C -4.6741 1.6917 -1.9326
C -3.8359 1.4233 -3.0125
C -2.7118 0.6248 -2.8514
C -2.3632 0.0542 -1.6212
H 2.7854 -3.3206 4.3647
H 2.3186 -1.9226 3.3893
H 1.5823 -3.4840 3.0762
H 1.3140 -4.3248 6.0161
H 0.0053 -4.5156 4.8378
H -0.2936 -3.6743 6.3617
H 2.3308 -2.0327 6.4237
H 0.7278 -1.3586 6.7510
H 1.7500 -0.6324 5.5073
H -1.4486 -1.7484 6.1249
H -3.4457 -0.6970 5.1849
H 0.3943 -1.8156 2.2241
H -4.9868 1.3870 0.1596
H -5.5553 2.3112 -2.0533
H -4.0669 1.8373 -3.9894
H -2.0826 0.4165 -3.7127
O -0.9344 -2.2221 -6.2974
C -1.3635 -2.9476 -5.1267
C -0.2078 -3.7037 -4.4696
C 0.2631 -4.7971 -5.4485
O 0.7817 -4.3141 -6.6820
C 1.0039 -2.7809 -4.1669
Se 0.6479 -0.8585 -3.8297
C -0.6820 -4.4682 -3.2022
Se -2.1525 -3.7281 -2.0959
H -0.4494 -1.4583 -5.9176
H -2.1340 -3.6530 -5.4493
H -1.8206 -2.2620 -4.4163
H -0.5903 -5.4653 -5.6371
H 1.0513 -5.3951 -4.9771
H 0.2691 -3.5077 -6.8708
H 1.6978 -2.8203 -5.0046
H 1.5259 -3.1560 -3.2865
H 0.1714 -4.5829 -2.5332
H -0.9994 -5.4743 -3.4892
C -0.8263 5.5863 2.7100
Si -0.8792 4.2907 1.3392
C -2.4942 3.3652 1.4467
C -0.7735 5.1829 -0.3038
C 0.5459 3.1097 1.5521
Te 0.5549 1.5968 0.0107
C 1.8437 2.7031 -1.3056
Si 3.6429 2.2442 -1.1099
C 4.2038 2.5676 0.6528
C 4.6692 3.3584 -2.2336
C 3.9032 0.4674 -1.5728
H -1.6634 6.2849 2.6239
H 0.1003 6.1652 2.6753
H -0.8868 5.1115 3.6928
H -3.3426 4.0548 1.4199
H -2.5642 2.7799 2.3680
H -2.5983 2.6713 0.6084
H -1.6253 5.8583 -0.4219
H -0.7981 4.4638 -1.1255
H 0.1411 5.7749 -0.3910
H 0.4708 2.5770 2.5037
H 1.5256 3.5928 1.5329
H 1.6386 3.7617 -1.1366
H 1.4992 2.4600 -2.3142
H 4.1191 3.6261 0.9156
H 5.2485 2.2717 0.7812
H 3.6001 1.9874 1.3545
H 4.5300 4.4147 -1.9873
H 4.3921 3.2165 -3.2808
H 5.7336 3.1261 -2.1354
H 3.4236 -0.2067 -0.8582
H 4.9690 0.2224 -1.6122
H 3.4564 0.2412 -2.5452
I 1.4774 -2.5809 -0.1317

Properties
net charge = -2
energy above the lowest of the compared OMol25 structures with the same formula, charge and spin = 8.43 kJ/mol
2S+1 = 1
E_HOMO = -0.0587 hartree
HOMO-LUMO gap = 5.253 eV

[5]
This record from the Open Molecules 2025 dataset describes 11 unconnected molecules or ions with the total composition C30H48Cl14F12O8. The level of theory is the ωB97M-V functional and the def2-TZVPD basis.

CARTESIAN COORDINATES (ANGSTROEM)
C -0.8227 4.1924 -3.5957
C -1.0524 3.1684 -2.5659
O -1.7771 3.7482 -1.5337
C -1.1911 4.3769 -0.4995
O -0.0463 4.7840 -0.3709
C -2.1529 4.5757 0.7094
F -1.8640 5.7141 1.4162
F -3.4456 4.4935 0.2568
F -1.9548 3.4766 1.5131
H -1.7123 4.7661 -3.8556
H -0.3660 3.6970 -4.4525
H -0.0633 4.9309 -3.3387
H -0.1379 2.7094 -2.1904
H -1.6094 2.3380 -3.0000
C 1.2879 1.3580 -0.1162
C 0.0423 0.7770 0.6222
O -0.1546 -0.5917 0.2203
C -0.9812 -0.8965 -0.8335
O -1.7449 -0.1230 -1.4175
C -1.0131 -2.3906 -1.1288
F -2.3217 -2.8821 -1.1045
F -0.5788 -2.5780 -2.3607
F -0.2995 -3.0558 -0.2394
H 1.4477 2.4185 0.0786
H 1.1235 1.3592 -1.1937
H 2.1815 0.7685 0.0886
H -0.9246 1.2531 0.4594
H 0.2881 0.6974 1.6811
C 0.2845 -7.2992 -7.2549
C -0.7656 -6.4963 -6.5769
O -0.2986 -5.7902 -5.4902
C -0.3600 -6.3271 -4.2399
O -1.1379 -7.2389 -3.9355
C 0.5502 -5.6609 -3.1737
F -0.2098 -5.4146 -2.1145
F 1.4074 -6.6234 -2.8037
F 1.2127 -4.6209 -3.7163
H -0.2540 -8.0572 -7.8237
H 0.9622 -7.8400 -6.5944
H 0.9592 -6.8291 -7.9703
H -1.6147 -7.1432 -6.3565
H -1.2045 -5.7420 -7.2300
C 1.7444 3.8815 6.8490
C 0.8716 2.7829 6.1961
O 1.6995 1.7914 5.5711
C 1.9611 2.0088 4.2046
O 1.3796 2.8042 3.4960
C 3.0073 1.0529 3.5512
F 2.2898 0.1633 2.8485
F 3.8140 1.6767 2.6926
F 3.6667 0.4252 4.4601
H 2.1156 4.7196 6.2592
H 2.5254 3.5794 7.5468
H 1.0538 4.4273 7.4918
H 0.2556 3.3337 5.4853
H 0.2734 2.1661 6.8668
Cl -6.1889 -1.3495 0.2484
C -6.5319 -2.9932 0.7805
C -5.6097 -4.0577 0.1855
Cl -6.4687 -4.6251 -1.2706
H -7.5913 -3.2339 0.6922
H -6.5356 -3.2115 1.8484
H -5.5826 -5.0257 0.6860
H -4.5881 -3.8005 -0.0944
Cl 2.5485 -2.8568 2.9687
C 0.8198 -3.3180 3.0343
C 0.5732 -4.7328 3.5371
Cl -1.1735 -5.0709 3.4991
H 0.3503 -3.1615 2.0631
H 0.3821 -2.6098 3.7379
H 0.9768 -4.8824 4.5385
H 1.1040 -5.3844 2.8430
Cl 3.0318 -1.8897 -1.2555
C 4.1286 -0.5525 -1.7864
C 5.4521 -1.2347 -2.1743
Cl 6.5850 -0.1528 -3.0677
H 4.2549 0.1622 -0.9732
H 3.7295 -0.0973 -2.6929
H 5.2324 -2.1392 -2.7414
H 5.9143 -1.5393 -1.2353
Cl 6.4446 1.4593 0.5553
C 6.3155 3.0949 -0.2374
C 5.5290 3.2015 -1.5334
Cl 3.8179 3.0473 -1.1681
H 7.2915 3.4171 -0.6003
H 5.9490 3.8066 0.5023
H 5.8071 2.3938 -2.2105
H 5.6999 4.1130 -2.1062
Cl 4.1634 5.7500 1.3777
C 2.6589 5.0284 1.8908
C 1.5732 6.0896 2.2108
Cl 1.9790 6.8625 3.7184
H 2.9177 4.4562 2.7817
H 2.3877 4.2717 1.1545
H 0.6320 5.5462 2.2937
H 1.5928 6.8278 1.4091
Cl -2.6956 -2.0785 1.9302
C -3.6166 -1.0767 3.0909
C -3.0569 0.2782 3.3088
Cl -1.4920 0.2252 4.1907
H -3.4785 -1.4823 4.0932
H -4.6537 -1.1216 2.7586
H -3.8064 0.8028 3.9014
H -2.8991 0.8181 2.3751
Cl -6.3973 0.1433 -4.1197
C -4.8669 0.1979 -3.1764
C -5.0084 0.9812 -1.8375
Cl -5.1405 2.7351 -2.2053
H -4.0459 0.4666 -3.8411
H -4.6833 -0.8279 -2.8566
H -4.1488 0.7972 -1.1930
H -5.9279 0.7166 -1.3154

Properties
net charge = +1
<S²> = 0.7540
2S+1 = 2
E_HOMO (alpha / beta) = -0.4364 / -0.4364 hartree
HOMO-LUMO gap (alpha / beta) = 9.116 / 1.545 eV

These records have maximum force values of 1.5 0.6 13.8 0.6 3.9 eV/Å, in the order they appear.